Model a:
Here is a molecular structure, C4H2BrFS from OMol25. Energies are from wB97M-V/def2-TZVPD.

Computed properties:
2S+1: 1
Kohn-Sham gap (eV): 7.809

Element x y z (Å)
C  0.860  0.624  0.659
C  -0.335  1.043  0.188
C  1.215  -0.605  1.143
C  -1.216  -0.810  -1.420
F  2.236  -1.163  0.481
S  -1.771  -0.078  -0.021
Br  -2.178  -2.234  -1.981
H  1.793  1.124  0.905
H  -0.603  2.100  0.046

Model b:
Here is a single C4H2BrFS molecule from OMol25. Energies are from wB97M-V/def2-TZVPD.

Computed properties:
2S+1: 1
Kohn-Sham gap (alpha / beta) (eV): 7.132 / 7.131

Element x y z (Å)
C  -0.288  0.245  0.808
C  -0.756  -0.235  -0.432
C  -1.042  0.701  1.812
C  -2.982  -0.405  1.000
F  -0.932  0.733  3.081
S  -2.465  -0.608  -0.539
Br  -4.480  0.275  1.731
H  0.773  0.487  0.658
H  -0.199  -0.452  -1.352

Most stable one: model b, least stable one: model a.

Model a:
Here is 2 unconnected molecules or ions with the total composition C5H16N3 from OMol25. Energies are from wB97M-V/def2-TZVPD.

Computed properties:
2S+1: 1
Net charge: +1
Kohn-Sham gap (eV): 11.105

Element x y z (Å)
C  2.306  1.672  0.316
C  0.754  0.898  -1.447
N  2.015  1.092  -1.005
N  -0.255  0.996  -0.617
N  0.647  0.458  -2.723
H  2.711  1.058  -1.707
H  -0.126  1.266  0.333
H  -1.117  0.604  -0.934
H  1.435  0.642  -3.291
H  -0.157  -0.093  -2.969
H  3.343  1.508  0.572
H  1.777  1.032  1.037
H  1.908  2.683  0.321
C  -1.838  -1.653  2.266
C  -2.886  -1.481  1.138
C  -0.423  -1.779  1.697
H  -2.132  -2.476  2.907
H  -1.897  -0.746  2.870
H  -3.202  -2.458  0.774
H  -3.770  -0.926  1.454
H  0.082  -2.481  2.374
H  -0.008  -0.793  1.557
H  -2.453  -0.943  0.296
H  -0.413  -2.443  0.823

Model b:
Here is 2 unconnected molecules or ions with the total composition C5H16N3 from OMol25. Energies are from wB97M-V/def2-TZVPD.

Computed properties:
2S+1: 1
Net charge: +1
Kohn-Sham gap (eV): 7.923

Element x y z (Å)
C  0.796  -1.620  0.900
C  -0.447  -1.901  0.063
C  -1.404  -0.768  -0.338
N  0.026  -2.568  -1.212
H  1.312  -2.578  0.942
H  1.448  -0.897  0.396
H  0.586  -1.311  1.934
H  -1.010  -2.723  0.566
H  -0.872  -0.175  -1.096
H  -1.506  -0.060  0.528
H  -2.390  -1.054  -0.746
H  0.710  -3.352  -1.069
H  -0.833  -2.912  -1.699
H  0.501  -1.860  -1.821
C  0.214  2.408  -0.424
C  0.341  2.288  0.909
N  -0.531  1.688  1.863
N  1.177  3.026  -1.246
H  -0.606  1.940  -0.969
H  1.226  2.769  1.360
H  -1.287  2.341  2.171
H  0.020  1.463  2.653
H  0.731  3.541  -1.980
H  1.798  2.317  -1.688

Model c:
Here is 2 unconnected molecules or ions with the total composition C5H16N3 from OMol25. Energies are from wB97M-V/def2-TZVPD.

Computed properties:
2S+1: 1
Net charge: +1
Kohn-Sham gap (eV): 7.527

Element x y z (Å)
C  -1.960  -0.333  1.341
C  -1.848  1.204  1.550
C  0.045  2.745  1.120
N  -0.660  1.689  0.831
H  -2.167  -0.571  0.305
H  -1.054  -0.862  1.686
H  -2.826  -0.703  1.949
H  -2.750  1.722  1.104
H  -1.790  1.400  2.650
H  0.878  2.981  0.558
H  -0.300  3.357  1.964
H  -0.355  1.074  0.043
C  1.623  -0.665  -0.755
C  0.854  -1.732  -1.575
N  -0.579  -1.377  -1.485
N  3.070  -0.963  -0.767
H  1.362  0.363  -1.219
H  1.228  -0.652  0.299
H  1.104  -1.813  -2.642
H  1.096  -2.725  -1.134
H  -1.104  -2.254  -1.578
H  -0.827  -0.841  -2.310
H  3.429  -0.809  -1.725
H  3.530  -0.235  -0.211

Model d:
Here is 2 unconnected molecules or ions with the total composition C5H16N3 from OMol25. Energies are from wB97M-V/def2-TZVPD.

Computed properties:
2S+1: 1
Net charge: +1
Kohn-Sham gap (eV): 11.128

Element x y z (Å)
C  -1.236  -0.635  0.822
C  -2.675  -0.261  0.615
C  0.822  0.815  1.049
N  -0.478  0.640  0.839
N  1.545  -0.266  1.397
N  1.353  2.038  1.063
H  -0.971  -1.097  1.751
H  -0.850  -1.308  0.060
H  -3.061  -0.250  -0.409
H  -2.867  0.710  1.121
H  -1.008  1.525  0.609
H  1.140  -1.148  1.143
H  2.462  -0.365  1.798
H  0.826  2.877  0.837
H  2.380  2.262  1.101
H  -3.337  -1.058  1.056
C  0.059  -1.638  -2.306
C  0.681  -0.367  -2.920
H  0.947  -2.228  -1.899
H  -0.804  -1.576  -1.658
H  -0.032  -2.473  -3.112
H  1.178  0.260  -2.222
H  1.261  -0.581  -3.797
H  -0.206  0.181  -3.293

Most stable one: model a, least stable one: model c.